Here is an isolated molecule of C4H11N3 from the OMol25 dataset. Energies are from ωB97M-V with the def2-TZVPD basis set.

## Properties
**HOMO-LUMO gap**: 10.083 eV
**HOMO energy**: -9.1 eV
**Structure (SMILES)**: N/C=N/CCCN
**Energy above the lowest of the compared OMol25 structures with the same formula, charge and spin**: 1.820 eV
**Charge**: 0
**Calculated total energy**: -8795.79894 eV

Positions of all 18 atoms, in Å:
H1 0.3951 3.4537 -1.4578
H2 -1.7714 -2.2854 -0.4655
N1 -1.2296 -1.8078 1.4505
N2 0.7749 0.8775 0.3448
H3 0.3342 1.0586 -1.6149
H4 -1.7639 -0.6007 -0.1507
H5 1.3155 -1.0641 1.0987
H6 -0.4925 3.4166 -0.0722
C1 1.1568 -0.4906 0.1844
H7 0.6978 -2.3565 -0.6912
H8 0.1336 -1.0558 -1.6762
H9 -0.7306 -1.0819 1.9584
H10 -0.6720 -2.6481 1.5859
N3 0.1663 2.9144 -0.6420
H11 2.1616 -0.4638 -0.2548
C2 0.3662 1.5535 -0.6300
C3 -1.1668 -1.5076 0.0072
C4 0.1992 -1.3804 -0.6419